Entry 1:
{"formula": "C10H13O3", "method": "ωB97M-V/def2-TZVPD", "spin_multiplicity": 1, "total_charge": -1, "molar_mass_g_mol": 181.21, "homo_ev": -2.9869, "de_lowest_kcal_mol": 51.5, "gap_ev": 6.61, "largest_force_ev_per_a": 3.59, "elements": ["C", "C", "C", "O", "O", "H", "H", "H", "H", "H", "C", "C", "C", "C", "C", "C", "C", "O", "H", "H", "H", "H", "H", "H", "H", "H"], "positions_angstrom": [[1.988, 2.392, 0.311], [0.603, 2.543, -0.335], [2.079, 1.620, 1.597], [3.082, 1.019, 1.906], [0.964, 1.822, 2.345], [2.642, 1.971, -0.435], [2.243, 3.444, 0.375], [0.033, 1.743, -0.805], [0.786, 3.144, -1.186], [-0.200, 2.752, 0.391], [-1.281, -3.088, -2.115], [-1.999, -0.181, 0.436], [-2.016, -0.994, -0.707], [-0.785, -0.431, 1.227], [-1.084, -2.004, -1.037], [0.377, -1.014, 0.651], [0.153, -1.868, -0.416], [-0.734, -0.024, 2.431], [-2.869, 0.411, 0.717], [-2.736, -0.693, -1.469], [0.518, 1.050, 2.833], [1.276, -1.136, 1.226], [-2.241, -2.987, -2.599], [-1.193, -4.122, -1.726], [0.888, -2.526, -0.786], [-0.493, -2.842, -2.831]], "nbo_charge": [-0.514, -0.635, 0.818, -0.620, -0.756, 0.214, 0.216, 0.230, 0.187, 0.239, -0.618, -0.359, -0.191, 0.406, -0.164, -0.388, -0.170, -0.811, 0.210, 0.172, 0.546, 0.215, 0.199, 0.198, 0.176, 0.200]}

Entry 2:
{"formula": "C10H15NO2", "method": "ωB97M-V/def2-TZVPD", "spin_multiplicity": 1, "molar_mass_g_mol": 181.24, "homo_ev": -8.6467, "de_lowest_kcal_mol": 57.7, "smiles": "Cc1ccc(O)cc1.CCC(N)=O", "gap_ev": 9.35, "largest_force_ev_per_a": 4.03, "elements": ["C", "C", "C", "O", "N", "H", "H", "H", "H", "H", "H", "H", "C", "C", "C", "C", "C", "C", "C", "O", "H", "H", "H", "H", "H", "H", "H", "H"], "positions_angstrom": [[-1.363, -1.399, 0.057], [-2.150, -2.530, 0.599], [-0.601, -1.510, -1.258], [-1.077, -1.360, -2.363], [0.704, -1.913, -1.066], [-2.241, -0.676, 0.057], [-0.726, -1.100, 0.860], [-3.074, -2.039, 1.031], [-1.503, -3.258, 1.188], [1.346, -2.193, -1.780], [0.982, -2.195, -0.186], [-2.731, -3.012, -0.224], [-1.531, 2.193, -0.383], [1.348, 0.486, 1.489], [2.333, 0.893, 0.645], [0.106, 1.077, 1.189], [-0.132, 1.727, -0.008], [2.146, 1.496, -0.596], [0.847, 1.889, -0.955], [3.536, 0.366, 1.088], [1.725, -0.158, 2.255], [-0.680, 1.140, 2.000], [3.204, 1.684, -1.288], [4.178, 1.061, 1.036], [-1.372, 3.260, -0.846], [-2.121, 2.238, 0.477], [0.700, 2.381, -1.948], [-1.854, 1.449, -1.068]], "nbo_charge": [-0.521, -0.609, 0.683, -0.606, -0.820, 0.228, 0.221, 0.221, 0.210, 0.400, 0.377, 0.219, -0.614, -0.266, 0.246, -0.189, -0.062, -0.247, -0.193, -0.700, 0.238, 0.213, 0.218, 0.475, 0.212, 0.208, 0.227, 0.232]}